1.
Entry from the Open Molecules 2025 dataset: a structure of composition C27H22CoNO8PSSe2 (ωB97M-V/def2-TZVPD).

Geometry (Å):
Co: 1.188 0.616 0.470
O: 1.050 4.774 0.978
C: 1.162 3.563 1.184
O: 0.915 2.640 0.338
C: 1.501 3.080 2.597
C: 0.385 2.118 3.046
C: 0.375 1.977 4.570
C: 1.650 1.126 4.799
C: 2.140 0.908 3.366
O: 0.892 0.833 2.637
C: 2.767 2.179 2.786
C: 3.614 1.826 1.540
O: 4.703 2.387 1.421
O: 3.157 0.909 0.772
H: 1.553 3.958 3.240
H: -0.579 2.285 2.571
H: -0.519 1.445 4.897
H: 0.404 2.948 5.065
H: 1.413 0.168 5.260
H: 2.402 1.633 5.406
H: 2.694 -0.006 3.198
H: 3.453 2.649 3.491
Se: 1.013 0.561 -2.216
P: -1.099 0.693 -1.862
Se: -1.649 0.476 0.208
C: -1.702 2.297 -2.509
C: -2.471 2.422 -3.661
C: -2.850 3.681 -4.116
C: -2.454 4.818 -3.429
C: -1.669 4.695 -2.286
C: -1.293 3.444 -1.826
C: -2.047 -0.516 -2.858
C: -3.424 -0.617 -2.672
C: -4.168 -1.512 -3.423
C: -3.538 -2.325 -4.359
C: -2.165 -2.238 -4.533
C: -1.420 -1.335 -3.784
H: -2.779 1.542 -4.210
H: -3.452 3.768 -5.014
H: -2.747 5.799 -3.787
H: -1.331 5.572 -1.748
H: -0.648 3.353 -0.957
H: -3.904 -0.001 -1.920
H: -5.239 -1.585 -3.270
H: -4.117 -3.034 -4.940
H: -1.665 -2.884 -5.244
H: -0.343 -1.275 -3.889
O: 1.565 -1.929 2.926
C: 1.426 -2.375 1.796
N: 1.298 -1.679 0.637
S: 1.172 -2.669 -0.655
O: -0.119 -2.597 -1.291
O: 2.333 -2.617 -1.503
C: 1.235 -4.190 0.258
C: 1.168 -5.497 -0.186
C: 1.249 -6.500 0.772
C: 1.394 -6.186 2.124
C: 1.460 -4.864 2.543
C: 1.376 -3.871 1.583
H: 1.054 -5.725 -1.238
H: 1.199 -7.539 0.469
H: 1.455 -6.987 2.851
H: 1.573 -4.591 3.585

Computed properties:
spin multiplicity	4
frontier orbital gap (alpha / beta)	0.241 / 0.248	Ha
net charge	-2

---

2.
Entry from the Open Molecules 2025 dataset: a cluster of 2 separate species, C4H12OS in total (ωB97M-V/def2-TZVPD).

Geometry (Å):
C: 0.821 2.089 -0.128
C: 0.463 1.579 1.188
S: -1.297 1.240 1.113
H: 1.810 2.534 -0.192
H: 0.069 2.788 -0.638
H: 0.736 1.228 -0.808
H: 0.840 0.567 1.478
H: 0.653 2.276 2.030
H: -1.512 2.541 1.193
C: -0.283 -2.218 -0.094
O: 1.118 -2.490 -0.639
C: -0.975 -1.411 -1.124
H: -0.750 -3.229 -0.117
H: -0.259 -1.916 0.904
H: 1.784 -1.987 -0.020
H: -2.027 -1.209 -0.889
H: -0.375 -0.456 -1.182
H: -0.817 -1.927 -2.075

Computed properties:
SMILES	CCO.CCS
spin multiplicity	1
frontier orbital gap	0.360	Ha
net charge	0

---

3.
Entry from the Open Molecules 2025 dataset: a structure of composition C4H12NS2 (ωB97M-V/def2-TZVPD).

Geometry (Å):
N: -0.028 0.030 -2.759
C: -0.583 0.884 -1.822
C: 0.570 1.261 -0.766
S: -0.100 1.822 0.767
S: 0.068 -1.958 -0.539
C: 0.658 -0.324 2.801
C: -0.549 -0.866 2.438
H: -1.201 -2.107 -0.213
H: 0.044 0.255 -3.751
H: 0.271 -0.898 -2.327
H: -1.408 0.398 -1.253
H: -0.923 1.834 -2.233
H: 1.301 1.991 -1.123
H: 1.028 0.280 -0.552
H: 1.138 -0.914 3.577
H: 0.878 0.724 2.688
H: -1.364 -0.243 1.922
H: -0.894 -1.783 2.892
H: 0.431 -0.929 1.602

Computed properties:
spin multiplicity	1
frontier orbital gap	0.164	Ha
net charge	+1

---

4.
Entry from the Open Molecules 2025 dataset: a structure of composition C3H2F2I2 (ωB97M-V/def2-TZVPD).

Geometry (Å):
C: 0.129 1.598 1.022
C: -0.272 1.135 -0.117
C: 0.305 -1.627 -0.389
F: 0.135 -2.250 0.775
F: 1.582 -1.768 -0.758
I: -1.447 1.484 -1.714
I: -1.080 -2.155 -1.889
H: -0.090 2.593 1.395
H: 0.736 0.990 1.676

Computed properties:
spin multiplicity	1
frontier orbital gap (alpha / beta)	0.303 / 0.281	Ha
net charge	0

---

5.
Entry from the Open Molecules 2025 dataset: a structure of composition C25H36N3ORhSSeSi (ωB97M-V/def2-TZVPD).

Geometry (Å):
Rh: 0.243 -0.623 0.335
C: 6.587 0.031 -1.088
C: 5.199 0.180 -0.545
C: 4.892 1.096 0.456
C: 3.572 1.169 0.856
N: 2.628 0.407 0.319
C: 3.022 -0.476 -0.615
S: 1.755 -1.519 -1.214
N: 4.264 -0.609 -1.072
H: 7.328 0.473 -0.425
H: 6.651 0.525 -2.059
H: 6.811 -1.023 -1.243
H: 5.652 1.722 0.903
H: 3.255 1.853 1.636
C: -1.496 0.237 5.878
Si: -0.012 -0.824 5.428
C: 1.533 -0.088 6.193
C: -0.272 -2.569 6.054
C: 0.148 -0.843 3.608
C: 0.265 -0.847 2.390
H: -1.631 0.288 6.961
H: -2.410 -0.174 5.443
H: -1.377 1.256 5.504
H: 1.462 -0.060 7.282
H: 1.695 0.932 5.838
H: 2.413 -0.676 5.925
H: -0.379 -2.588 7.140
H: 0.572 -3.205 5.783
H: -1.171 -3.006 5.616
C: -5.957 2.375 1.553
C: -4.982 1.319 1.103
C: -4.480 1.313 -0.192
C: -3.589 0.338 -0.631
C: -3.106 0.328 -2.055
C: -3.179 -0.636 0.282
Se: -1.855 -1.919 -0.257
C: -3.686 -0.680 1.585
C: -3.280 -1.764 2.542
C: -4.584 0.309 1.970
H: -6.062 3.159 0.804
H: -5.637 2.837 2.488
H: -6.945 1.945 1.728
H: -4.799 2.078 -0.892
H: -3.589 1.114 -2.634
H: -3.324 -0.629 -2.534
H: -2.026 0.483 -2.099
H: -2.198 -1.764 2.698
H: -3.573 -2.745 2.160
H: -3.758 -1.619 3.511
H: -4.978 0.286 2.980
O: -0.469 1.358 -0.407
C: -1.093 2.224 0.205
C: -1.378 2.168 1.669
C: -0.090 2.745 2.303
C: 0.449 4.062 1.712
C: 1.014 3.971 0.278
C: -0.052 4.087 -0.824
N: -1.304 3.444 -0.385
H: -1.535 1.147 2.012
H: -2.250 2.776 1.918
H: 0.681 1.976 2.224
H: -0.278 2.877 3.370
H: 1.255 4.391 2.371
H: -0.312 4.849 1.770
H: 1.534 3.016 0.167
H: 1.759 4.754 0.123
H: 0.287 3.625 -1.749
H: -0.290 5.128 -1.038
H: -1.833 4.053 0.221

Computed properties:
spin multiplicity	5
frontier orbital gap (alpha / beta)	0.275 / 0.222	Ha
net charge	0

---

6.
Entry from the Open Molecules 2025 dataset: a structure of composition C9H24AlF3N4O8PS2 (ωB97M-V/def2-TZVPD).

Geometry (Å):
Al: -19.077 -11.948 -9.134
N: -22.363 -9.192 -8.569
S: -23.536 -9.033 -7.623
O: -24.893 -9.005 -8.181
O: -23.346 -8.109 -6.490
F: -23.349 -10.474 -6.849
S: -22.729 -7.632 -9.294
O: -22.758 -6.441 -8.509
O: -23.531 -7.634 -10.489
F: -21.220 -7.579 -9.992
F: -15.247 -11.695 -8.419
O: -17.371 -15.051 -12.600
P: -17.028 -16.023 -13.676
N: -18.077 -16.004 -15.097
C: -18.062 -17.063 -16.159
C: -19.418 -15.366 -14.954
N: -16.960 -17.601 -13.193
C: -18.228 -18.261 -12.748
C: -15.668 -18.215 -12.778
N: -15.506 -15.552 -14.386
C: -14.472 -14.685 -13.751
C: -14.905 -16.306 -15.563
H: -18.269 -16.614 -17.130
H: -18.890 -17.768 -16.083
H: -17.189 -17.715 -16.115
H: -19.470 -14.328 -14.624
H: -19.912 -16.050 -14.265
H: -19.911 -15.190 -15.910
H: -19.060 -17.574 -12.902
H: -18.466 -19.153 -13.327
H: -18.101 -18.512 -11.695
H: -15.068 -18.408 -13.667
H: -15.125 -17.540 -12.116
H: -15.854 -19.218 -12.395
H: -14.854 -14.067 -12.938
H: -13.622 -15.229 -13.339
H: -13.952 -14.099 -14.508
H: -15.027 -17.378 -15.401
H: -13.848 -16.125 -15.755
H: -15.356 -15.883 -16.460
C: -18.900 -6.520 -5.281
O: -17.605 -6.266 -5.729
C: -17.001 -7.094 -6.646
O: -17.573 -8.025 -7.233
O: -15.712 -6.687 -6.757
C: -14.752 -7.186 -7.602
H: -19.556 -5.756 -5.698
H: -18.968 -6.445 -4.196
H: -19.273 -7.487 -5.620
H: -14.757 -6.722 -8.588
H: -14.869 -8.241 -7.849
H: -13.733 -7.089 -7.226

Computed properties:
spin multiplicity	1
frontier orbital gap	0.050	Ha
net charge	+1

---

For reference, energy above the lowest of the compared OMol25 structures with the same formula, charge and spin by record: 0.0; 37.1; 193.2; 80.3; 0.0; 151.9 kcal per mole.
For reference, energy by record: -8624.18898; -632.96789; -1010.18762; -910.45428; -4413.35896; -2857.31945 a.u..